# 1
C14H15HgN3O3S2 as an isolated structure, computed with wB97M-V/def2-TZVPD.

Each line ends with the Mulliken charge.
Element x y z (Å)
Hg 0.0609 -0.0642 0.7551  2.21
O -0.7594 0.7540 -0.8611  -0.79
C -0.5948 0.5510 -2.0834  1.02
O 1.1033 -1.2028 -0.4936  -0.83
C 1.0034 -1.2612 -1.7185  0.47
O 1.6961 -2.1250 -2.4153  -0.34
N 0.2129 -0.4703 -2.5404  0.19
C 1.3293 -2.0644 -3.8281  -0.44
C 0.4803 -0.7998 -3.9556  -0.56
H 0.7834 -2.9747 -4.0525  0.30
H 2.2490 -2.0323 -4.3989  0.33
H -0.4434 -0.9900 -4.4911  0.38
H 1.0195 0.0144 -4.4321  0.39
C -1.2470 1.3804 -3.0826  -0.56
C -1.3597 2.7017 -2.9289  -0.82
H -1.6275 0.9103 -3.9760  0.37
H -0.9744 3.2095 -2.0571  0.25
H -1.8359 3.3080 -3.6852  0.33
C 2.3109 2.8433 1.0601  -0.96
C 1.6764 2.1720 2.2287  0.48
N 0.8546 1.1116 2.1414  -0.44
C 0.3675 0.6888 3.3416  0.26
C 0.8232 1.4165 4.4363  -0.36
S 1.8527 2.6246 3.8436  -0.11
C -0.5790 -0.4682 3.3575  0.24
C -1.1722 -1.0548 4.4715  -0.38
S -2.1344 -2.3337 3.9143  -0.11
C -1.7579 -2.0879 2.2899  0.48
N -0.9191 -1.0434 2.1715  -0.44
C -2.2460 -2.9064 1.1446  -0.94
H 1.9816 3.9030 1.0207  0.33
H 3.4151 2.8047 1.1603  0.34
H 2.0108 2.3368 0.1182  0.14
H 0.5625 1.2502 5.4725  0.41
H -1.0383 -0.7574 5.5027  0.41
H -1.9227 -3.9598 1.2794  0.34
H -3.3535 -2.8639 1.1006  0.34
H -1.8267 -2.5200 0.1914  0.11

**Total charge**: +2
**F_max**: 4.91 eV/A
**Highest occupied orbital energy**: -14.66 eV

# 2
One molecule with the formula C14H15IO5, computed with wB97M-V/def2-TZVPD.

Each line ends with the Mulliken charge.
Element x y z (Å)
C 3.1440 -1.6867 0.2152  -1.01
C 2.9473 -0.5143 1.1357  0.80
O 2.8584 -0.6520 2.3139  -0.52
O 2.9384 0.7467 0.5865  -0.34
C 1.8281 1.0063 -0.2564  -0.53
C 0.6302 1.6294 0.5065  1.44
C -0.2910 0.6885 1.2701  -1.74
C -1.2367 -0.1913 0.4746  1.08
C -2.5657 -0.2598 0.8920  -0.53
C -3.4766 -1.0752 0.2373  -0.78
C -3.0959 -1.8481 -0.8525  -0.63
C -1.7747 -1.7957 -1.2866  0.37
C -1.2940 -2.6405 -2.4393  -1.53
C -0.8671 -0.9716 -0.6172  -0.08
O 1.2748 2.3740 1.5906  -0.44
C 0.9330 3.6638 1.5801  0.59
O 1.0208 4.4026 2.4858  -0.51
O 0.5207 3.9826 0.3169  -0.33
C 0.0295 2.8192 -0.2924  -0.88
I -2.1125 3.0155 -0.4091  0.07
H 2.8797 -1.4409 -0.8095  0.34
H 2.5083 -2.4862 0.5694  0.29
H 4.1856 -1.9869 0.2269  0.34
H 2.1633 1.7223 -1.0020  0.41
H 1.5547 0.0972 -0.7801  -0.03
H 0.3140 0.0743 1.9309  0.55
H -0.9018 1.3200 1.9078  0.47
H -2.9116 0.3179 1.7366  0.42
H -4.5028 -1.1440 0.5664  0.39
H -3.7934 -2.4995 -1.3559  0.45
H -2.0459 -2.7572 -3.2102  0.40
H -0.9657 -3.6103 -2.0733  0.31
H -0.4091 -2.1746 -2.8666  0.36
H 0.1533 -0.9793 -0.9710  0.16
H 0.3604 2.8540 -1.3209  0.65

**F_max**: 1.67 eV/A
**SMILES string**: CC(=O)OC[C@@]1(Cc2cccc(C)c2)OC(=O)O[C@@H]1I
**Highest occupied orbital energy**: -9.12 eV

# 3
C14H15IrN6O2S as an isolated structure, computed with wB97M-V/def2-TZVPD.

Each line ends with the Mulliken charge.
Element x y z (Å)
Ir 0.0540 0.8307 -0.5897  1.03
N -2.1058 4.0429 -2.1840  0.15
C -1.7609 2.7686 -2.3509  -0.01
N -1.0086 2.4210 -1.3187  -0.19
C -0.9362 3.5513 -0.5525  0.13
N -1.5928 4.5589 -1.0533  -0.61
C -0.1543 3.4704 0.6713  0.57
C -0.0010 4.4718 1.6153  -0.23
N 0.7142 4.2774 2.7155  -0.48
C 1.2753 3.0875 2.8845  -0.36
C 1.1433 2.0657 1.9537  -0.06
N 0.4302 2.2677 0.8430  -0.31
H -2.6695 4.6227 -2.7901  0.20
H -2.0476 2.1516 -3.1863  0.48
H -0.4694 5.4378 1.4716  0.45
H 1.8520 2.9316 3.7872  0.38
H 1.5948 1.0928 2.0812  0.46
S -1.5672 -0.3956 -1.2167  -0.16
C -1.8909 -1.8401 -0.3106  0.76
C -3.1084 -2.4558 -0.6331  -0.48
C -3.4642 -3.6359 -0.0057  -0.66
C -2.6287 -4.1810 0.9592  -0.42
C -1.4316 -3.5530 1.3005  -0.76
C -1.0512 -2.3881 0.6667  -0.28
H -3.7598 -2.0097 -1.3737  0.42
H -4.3967 -4.1210 -0.2576  0.40
H -2.9156 -5.0952 1.4615  0.41
H -0.8044 -3.9780 2.0724  0.41
H -0.1369 -1.8827 0.9396  0.53
N 4.1075 -2.4311 -1.2732  -0.21
C 3.2459 -1.9944 -0.1267  -0.69
C 2.2618 -0.9722 -0.7054  0.96
O 1.4475 -0.4802 0.1596  -0.77
O 2.3368 -0.7164 -1.8954  -0.71
H 4.0325 -3.4281 -1.4731  0.36
H 5.0938 -2.2082 -1.1408  0.35
H 3.7346 -1.8854 -2.0840  0.34
H 3.8598 -1.5487 0.6514  0.31
H 2.7178 -2.8495 0.2875  0.29

**Total charge**: +2
**F_max**: 0.39 eV/A
**Highest occupied orbital energy (spin up / spin down)**: -14.55 / -14.54 eV

# 4
C14H15MoN4O4S2 as an isolated structure, computed with wB97M-V/def2-TZVPD.

Each line ends with the Mulliken charge.
Element x y z (Å)
Mo -1.8311 0.4372 -1.2683  1.46
C 5.5249 2.0103 1.9341  -1.42
C 4.1739 1.4985 1.5826  0.91
C 3.8274 1.2317 0.2443  -1.10
C 2.5825 0.7630 -0.0825  -0.04
C 1.6507 0.5365 0.9604  0.17
C 1.9764 0.7954 2.3173  -0.33
C 3.2241 1.2769 2.6020  -0.83
S 0.1643 -0.1040 0.6146  1.70
O -0.4916 -0.8542 1.6160  -0.61
O 0.0692 -0.5528 -0.8012  -0.58
N -1.0280 1.2518 0.2471  -0.27
C -0.5879 2.5669 0.1883  -0.40
C 0.0008 2.6355 -1.4136  0.73
O 0.8289 3.3970 -1.6955  -0.28
O -0.7253 1.7673 -2.1363  -0.55
H 6.2087 1.9800 1.0903  0.39
H 5.9448 1.4364 2.7619  0.41
H 5.4392 3.0460 2.2768  0.36
H 4.5637 1.3859 -0.5331  0.40
H 2.3269 0.5400 -1.1102  0.54
H 1.2618 0.5924 3.1052  0.45
H 3.4997 1.4738 3.6300  0.48
H 0.2266 2.8151 0.8662  0.30
H -1.3783 3.3200 0.1598  0.38
S -5.6979 2.7740 -1.8847  0.04
C -4.4292 2.0011 -1.6736  0.83
N -3.3653 1.3429 -1.5023  -0.67
C -3.0810 -4.9477 -0.2594  -0.75
N -2.8578 -3.5964 -0.8243  0.10
C -2.7021 -3.3064 -2.1634  -0.44
C -2.5341 -1.9649 -2.2454  -0.45
N -2.5929 -1.4362 -0.9518  -0.10
C -2.7652 -2.4741 -0.1237  -0.31
H -3.2834 -5.6241 -1.0837  0.30
H -3.9390 -4.9118 0.4058  0.36
H -2.1854 -5.2613 0.2702  0.35
H -2.7469 -4.0677 -2.9246  0.46
H -2.4526 -1.3605 -3.1473  0.56
H -2.8197 -2.4133 0.9520  0.49

**Total charge**: +3
**F_max**: 0.57 eV/A
**Highest occupied orbital energy (spin up / spin down)**: -18.47 / -18.46 eV

# 5
One molecule with the formula C14H15N11O, computed with wB97M-V/def2-TZVPD.

Each line ends with the Mulliken charge.
Element x y z (Å)
N -1.0938 1.1297 1.9660  -0.36
N -2.1200 1.8320 1.6174  -1.00
N -5.1137 2.9615 -1.7772  -0.60
N 1.7118 -0.0483 -0.1927  -0.12
N 2.6911 -0.7957 0.3298  -0.82
N -4.3543 2.9159 0.3721  -0.46
N 4.7913 -3.5076 4.2495  -0.58
O -5.4347 3.1847 -0.4363  -0.07
C -3.8702 2.5714 -1.6911  0.39
C 0.8027 0.1587 0.7872  -0.07
C 2.4236 -1.0834 1.5768  0.19
C -3.4017 2.4734 -0.3580  0.72
C -0.4155 0.9689 0.8497  1.24
C -1.0039 1.5515 -0.2270  0.01
C 3.4028 -3.5429 4.1895  -0.43
C 5.4255 -2.7491 3.3793  -0.29
C 2.6566 -2.7649 3.2911  -0.32
C 4.6974 -1.9029 2.4984  -0.38
C 3.2380 -1.8880 2.4466  0.79
N -3.3958 2.2442 -2.9250  -0.29
N 1.2299 -0.5869 1.9049  -0.19
N -2.1789 2.0977 0.3003  0.58
N -1.2615 0.4623 -2.6170  0.09
C -1.8502 -0.7292 -1.9657  -1.06
C -0.4430 0.1004 -3.8118  -1.10
C -0.6332 1.5476 -1.7219  -1.25
H 2.8790 -4.2050 4.9007  0.33
H 6.4931 -2.8307 3.4142  0.41
H 1.5900 -2.7209 3.2652  0.43
H 5.1641 -1.0941 1.8950  0.34
H -2.5341 1.6718 -3.0663  0.37
H -3.8375 2.6134 -3.7281  0.21
H 0.7393 -0.7980 2.7761  0.29
H -2.5168 -1.3103 -2.6354  0.35
H -1.0998 -1.5115 -1.6622  0.34
H -2.4237 -0.3504 -1.0672  0.31
H 0.3523 0.7975 -3.8792  0.46
H -0.0604 -0.9106 -3.6409  0.28
H -0.9320 0.1202 -4.8119  0.26
H 0.4684 1.3595 -1.7746  0.57
H -0.7822 2.5679 -2.0205  0.41

**F_max**: 4.46 eV/A
**SMILES string**: CN(C)Cc1c(-c2nnc(-c3ccncc3)[nH]2)nnn1-c1nonc1N
**Highest occupied orbital energy**: -8.99 eV

# 6
One molecule with the formula C14H15N3O3, computed with wB97M-V/def2-TZVPD.

Each line ends with the Mulliken charge.
Element x y z (Å)
O 0.8521 1.8654 0.3931  -0.64
C 1.1697 0.7929 -0.0594  0.66
N 2.4301 0.4176 -0.3414  0.16
C 2.7770 -0.8919 -0.8612  -0.53
H 2.1249 -1.6323 -0.3909  0.37
C 4.2372 -1.2144 -0.5430  -0.67
C 4.5548 -0.7458 0.8735  -0.57
C 4.4815 0.7853 0.9540  -0.61
C 3.5220 1.3365 -0.1092  -0.92
H 3.0908 2.2865 0.2082  0.40
H 4.0503 1.4928 -1.0556  0.37
H 5.4669 1.2232 0.7907  0.34
H 4.1451 1.0832 1.9469  0.29
H 3.8258 -1.1875 1.5558  0.30
H 5.5437 -1.0912 1.1758  0.36
H 4.9046 -0.7217 -1.2512  0.35
H 4.3894 -2.2902 -0.6355  0.37
H 2.5993 -0.9251 -1.9439  0.17
O 0.2940 -0.2235 -0.3413  -0.26
C -1.0662 -0.0538 -0.2259  0.47
C -1.7922 -1.1978 0.1004  -0.50
C -3.1662 -1.1453 0.1838  -0.78
C -3.8322 0.0565 -0.0567  0.26
C -3.1014 1.1970 -0.3871  -0.81
C -1.7255 1.1451 -0.4774  -0.30
H -1.1636 2.0298 -0.7264  0.46
H -3.6329 2.1160 -0.5746  0.47
C -5.2712 0.1330 0.0288  0.50
N -6.0184 1.1756 -0.1895  -0.25
N -7.2941 0.7997 0.0012  -0.54
C -7.2712 -0.4466 0.3247  0.06
O -6.0257 -0.9458 0.3643  -0.30
H -8.1084 -1.0737 0.5494  0.43
H -3.7295 -2.0304 0.4377  0.43
H -1.2606 -2.1190 0.2818  0.44

**F_max**: 1.62 eV/A
**SMILES string**: O=C(Oc1ccc(-c2nnco2)cc1)N1CCCCC1
**Highest occupied orbital energy**: -8.67 eV